16
Properties=species:S:1:pos:R:3:forces:R:3 method="wB97M-V/def2-TZVPD" homo_energy_ev="-13.580 / -13.581" orbital_gap_ev="7.368 / 7.370" charge=+1 de_lowest_ev=7.507 energy_ha=-304.95416 e_lumo_ev="-6.21 / -6.21"
N -0.682763 -1.781991 -2.753037 0.375 2.650 -3.655
N -0.557091 -1.455693 -3.824635 -0.637 -1.531 2.270
C 0.137216 2.466528 1.456919 0.811 -1.217 -1.889
C -0.348971 1.428130 0.326991 0.928 1.199 0.465
C -0.608675 -1.742961 -1.413953 -0.250 0.369 -0.015
C 0.686173 -0.931138 0.809394 1.487 -0.534 -1.330
C -0.081323 0.188256 0.346331 1.210 0.438 0.514
H 1.541183 -0.740330 1.495120 -0.772 0.641 -0.147
H 0.002181 -1.618738 1.218541 -0.428 -1.327 0.648
H 1.183999 -1.363864 -0.114140 -0.322 0.528 1.581
H 1.203204 2.726526 1.289895 -0.714 -0.373 0.153
H -0.465801 3.331854 1.413946 -0.682 0.872 -0.413
H -0.068432 1.994707 2.351132 0.155 -0.784 2.153
H -0.688072 2.025283 -0.466068 -0.946 0.096 -1.378
H -1.447595 -2.153754 -0.947356 -1.718 -0.306 0.552
H 0.194765 -2.372815 -1.189080 1.502 -0.723 0.490